Formula: B5F20Tl
Source: the OMol25 dataset
Level of theory: wB97M-V/def2-TZVPD

Structure (ORCA input):
```
! RIJCOSX wB97M-V def2-TZVPD def2/J DEFGRID3
* xyz -2 1
Tl -0.09 -0.45 0.29
B -4.74 2.05 2.80
F -4.11 2.95 3.65
F -6.09 2.32 2.72
F -4.15 2.32 1.64
F -4.56 0.73 3.05
B -3.17 -0.82 -4.60
F -3.62 -1.87 -5.41
F -3.33 0.42 -5.16
F -3.73 -0.70 -3.37
F -1.84 -0.91 -4.42
B 4.60 -3.24 -0.95
F 5.47 -2.21 -1.06
F 5.21 -4.40 -1.30
F 4.07 -3.40 0.31
F 3.56 -3.03 -1.87
B 1.01 -1.87 5.78
F 1.94 -1.33 4.91
F 0.46 -0.79 6.39
F 0.04 -2.53 5.08
F 1.53 -2.60 6.80
B 2.34 3.88 -3.01
F 2.72 3.61 -4.30
F 0.98 3.43 -2.95
F 3.12 3.18 -2.08
F 2.38 5.26 -2.95
*
```

Its HOMO-LUMO gap is 1.51 eV. The max |F| is 0.0728 hartree/bohr. The value obtained for the molar mass is 638.40 u. For the energy relative to the best compared isomer or geometry (same formula, charge and spin), the calculation gives 108.8 kcal/mol. The HOMO energy is -0.2831 Ha.

Computed Löwdin charges, given in elementary charges: atom 1 (Tl): 0.97, atom 2 (B): -1.40, atom 3 (F): 0.19, atom 4 (F): 0.17, atom 5 (F): 0.25, atom 6 (F): 0.21, atom 7 (B): -1.37, atom 8 (F): 0.13, atom 9 (F): 0.23, atom 10 (F): 0.21, atom 11 (F): 0.24, atom 12 (B): -1.36, atom 13 (F): 0.20, atom 14 (F): 0.20, atom 15 (F): 0.16, atom 16 (F): 0.17, atom 17 (B): -1.39, atom 18 (F): 0.19, atom 19 (F): 0.22, atom 20 (F): 0.17, atom 21 (F): 0.19, atom 22 (B): -1.23, atom 23 (F): 0.21, atom 24 (F): 0.15, atom 25 (F): 0.13, atom 26 (F): 0.17


Formula: C26H34N6O5Ti
Source: the OMol25 dataset
Level of theory: wB97M-V/def2-TZVPD

Structure (ORCA input):
```
! RIJCOSX wB97M-V def2-TZVPD def2/J DEFGRID3
* xyz 0 3
Ti -2.51 0.59 -0.40
C 5.44 -0.62 -0.53
O 4.19 -0.08 -0.14
C 4.15 0.64 1.02
C 5.23 0.82 1.87
C 5.08 1.58 3.03
C 3.87 2.18 3.31
C 2.79 2.01 2.45
C 2.91 1.22 1.32
N 1.87 1.01 0.39
C 0.54 0.79 0.62
N 0.18 0.63 1.90
C -1.10 0.53 2.50
C -2.28 0.50 1.77
C -3.46 0.42 2.53
C -3.46 0.35 3.91
C -2.26 0.37 4.61
C -1.08 0.47 3.90
O 0.17 0.55 4.48
C 0.31 0.03 5.79
N -0.30 0.72 -0.39
C 0.26 0.84 -1.69
C 0.13 2.01 -2.42
C 0.59 2.08 -3.73
C 1.19 0.98 -4.30
C 1.34 -0.21 -3.58
C 0.88 -0.28 -2.28
O 0.96 -1.39 -1.49
C 1.66 -2.50 -2.01
H 5.27 -1.11 -1.48
H 5.79 -1.35 0.20
H 6.19 0.16 -0.66
H 6.19 0.37 1.65
H 5.93 1.71 3.69
H 3.75 2.79 4.20
H 1.86 2.51 2.66
H 2.18 0.83 -0.55
H 0.94 0.60 2.57
H -4.42 0.44 2.01
H -4.39 0.29 4.46
H -2.25 0.33 5.69
H -0.19 0.67 6.53
H 1.37 0.01 6.00
H -0.10 -0.98 5.86
H -0.39 2.84 -1.96
H 0.47 3.00 -4.29
H 1.56 1.02 -5.32
H 1.81 -1.06 -4.05
H 1.68 -3.24 -1.22
H 2.68 -2.23 -2.28
H 1.15 -2.92 -2.88
N -2.47 0.38 -2.74
C -3.48 -0.53 -3.31
C -2.92 -1.93 -3.53
C -2.36 -2.60 -2.27
C -3.36 -2.66 -1.11
N -3.09 -1.61 -0.11
H -2.81 1.34 -2.80
H -1.62 0.33 -3.29
H -3.85 -0.15 -4.27
H -4.33 -0.53 -2.63
H -2.13 -1.88 -4.28
H -3.71 -2.55 -3.95
H -1.47 -2.08 -1.92
H -2.05 -3.61 -2.54
H -3.34 -3.65 -0.64
H -4.38 -2.51 -1.49
H -2.30 -1.89 0.47
H -3.87 -1.51 0.53
O -3.27 2.98 -1.90
N -3.34 2.46 -0.76
O -4.22 1.26 -0.73
*
```

Its HOMO-LUMO gap (alpha / beta) is 6.43 / 7.77 eV. The max |F| is 0.0074 hartree/bohr. The value obtained for the molar mass is 558.46 u. For the energy relative to the best compared isomer or geometry (same formula, charge and spin), the calculation gives 0.0 kcal/mol. The HOMO energy (alpha / beta) is -0.2255 / -0.2744 Ha. Its expectation value of S² is 2.010.

Computed Löwdin charges, given in elementary charges: atom 1 (Ti): 0.91, atom 2 (C): -0.07, atom 3 (O): -0.09, atom 4 (C): -0.21, atom 5 (C): -0.02, atom 6 (C): -0.08, atom 7 (C): -0.08, atom 8 (C): -0.02, atom 9 (C): -0.15, atom 10 (N): 0.17, atom 11 (C): -0.32, atom 12 (N): 0.16, atom 13 (C): -0.18, atom 14 (C): -0.15, atom 15 (C): -0.14, atom 16 (C): -0.09, atom 17 (C): -0.04, atom 18 (C): -0.23, atom 19 (O): -0.12, atom 20 (C): -0.08, atom 21 (N): 0.05, atom 22 (C): -0.26, atom 23 (C): -0.02, atom 24 (C): -0.08, atom 25 (C): -0.08, atom 26 (C): -0.02, atom 27 (C): -0.26, atom 28 (O): -0.09, atom 29 (C): -0.07, atom 30 (H): 0.09, atom 31 (H): 0.10, atom 32 (H): 0.10, atom 33 (H): 0.10, atom 34 (H): 0.10, atom 35 (H): 0.11, atom 36 (H): 0.12, atom 37 (H): 0.13, atom 38 (H): 0.11, atom 39 (H): 0.09, atom 40 (H): 0.10, atom 41 (H): 0.10, atom 42 (H): 0.09, atom 43 (H): 0.09, atom 44 (H): 0.10, atom 45 (H): 0.12, atom 46 (H): 0.11, atom 47 (H): 0.10, atom 48 (H): 0.10, atom 49 (H): 0.10, atom 50 (H): 0.09, atom 51 (H): 0.09, atom 52 (N): -0.01, atom 53 (C): -0.24, atom 54 (C): -0.20, atom 55 (C): -0.19, atom 56 (C): -0.22, atom 57 (N): -0.03, atom 58 (H): 0.05, atom 59 (H): 0.08, atom 60 (H): 0.12, atom 61 (H): 0.10, atom 62 (H): 0.11, atom 63 (H): 0.11, atom 64 (H): 0.09, atom 65 (H): 0.11, atom 66 (H): 0.11, atom 67 (H): 0.12, atom 68 (H): 0.10, atom 69 (H): 0.09, atom 70 (O): -0.19, atom 71 (N): -0.30, atom 72 (O): -0.38


Formula: C31H38F4N6O5SSn
Source: the OMol25 dataset
Level of theory: wB97M-V/def2-TZVPD

Structure (ORCA input):
```
! RIJCOSX wB97M-V def2-TZVPD def2/J DEFGRID3
* xyz -2 1
Sn 0.61 0.22 0.46
C -2.48 1.91 2.19
N -1.18 1.47 2.64
C -1.30 0.81 3.92
C -0.28 2.60 2.68
C 1.12 2.25 3.18
N 1.59 0.98 2.68
C 2.63 0.44 3.27
C 2.97 -0.93 3.01
F 2.19 -1.62 2.15
C 4.00 -1.58 3.63
F 4.25 -2.89 3.36
C 4.82 -0.97 4.57
C 4.54 0.36 4.84
F 5.33 1.02 5.74
C 3.51 1.04 4.23
F 3.40 2.36 4.57
H -2.92 2.66 2.88
H -2.39 2.35 1.21
H -3.16 1.06 2.13
H -1.61 1.50 4.73
H -2.02 0.00 3.84
H -0.34 0.36 4.19
H -0.22 2.99 1.67
H -0.67 3.41 3.33
H 1.79 3.07 2.89
H 1.09 2.22 4.28
H 5.61 -1.50 5.08
C -0.59 -4.16 2.86
C -1.58 -3.43 1.94
C -2.84 -4.28 1.77
O -1.94 -2.17 2.46
C -0.87 -3.23 0.54
O -0.66 -4.23 -0.13
O -0.62 -2.03 0.26
H -1.08 -4.47 3.78
H 0.25 -3.50 3.11
H -0.20 -5.03 2.35
H -3.21 -4.60 2.74
H -2.61 -5.15 1.16
H -3.61 -3.70 1.27
H -1.43 -1.54 1.91
O -4.42 4.32 -5.14
C -4.65 2.99 -5.51
N -4.48 2.05 -4.44
C -3.20 1.68 -4.06
O -2.23 1.98 -4.71
C -3.20 0.86 -2.82
C -4.00 -0.27 -2.70
C -3.97 -0.98 -1.52
C -3.12 -0.55 -0.51
N -2.36 0.52 -0.61
C -2.39 1.21 -1.74
H -3.52 4.38 -4.79
H -3.96 2.69 -6.32
H -5.68 2.94 -5.87
H -5.20 2.00 -3.74
H -4.63 -0.59 -3.53
H -4.58 -1.86 -1.39
H -3.04 -1.09 0.42
H -1.77 2.10 -1.77
S 1.35 2.94 -0.47
C -0.01 3.65 -1.01
N -0.97 4.17 -1.39
C 2.06 -0.46 -4.75
N 1.13 -0.72 -3.69
C 0.53 0.51 -3.21
C 1.66 -1.54 -2.60
C 2.84 -0.96 -1.85
C 4.11 -1.13 -2.41
C 5.24 -0.62 -1.80
C 5.11 0.05 -0.60
C 3.85 0.20 -0.04
C 2.68 -0.29 -0.63
H 1.52 0.00 -5.58
H 2.47 -1.41 -5.11
H 2.89 0.20 -4.47
H -0.02 0.98 -4.03
H 1.26 1.22 -2.81
H -0.17 0.27 -2.42
H 1.95 -2.50 -3.04
H 0.84 -1.72 -1.90
H 4.21 -1.68 -3.35
H 6.21 -0.75 -2.26
H 5.98 0.44 -0.10
H 3.77 0.72 0.91
*
```

Its HOMO-LUMO gap is 5.90 eV. The max |F| is 0.0278 hartree/bohr. The value obtained for the molar mass is 801.45 u. For the energy relative to the best compared isomer or geometry (same formula, charge and spin), the calculation gives 46.0 kcal/mol. The HOMO energy is -0.0680 Ha.

Computed Löwdin charges, given in elementary charges: atom 1 (Sn): 1.28, atom 2 (C): -0.12, atom 3 (N): -0.31, atom 4 (C): -0.11, atom 5 (C): -0.26, atom 6 (C): -0.26, atom 7 (N): -0.08, atom 8 (C): -0.23, atom 9 (C): -0.17, atom 10 (F): 0.04, atom 11 (C): -0.22, atom 12 (F): 0.06, atom 13 (C): 0.01, atom 14 (C): -0.24, atom 15 (F): 0.04, atom 16 (C): -0.13, atom 17 (F): 0.03, atom 18 (H): 0.08, atom 19 (H): 0.07, atom 20 (H): 0.08, atom 21 (H): 0.08, atom 22 (H): 0.07, atom 23 (H): 0.08, atom 24 (H): 0.04, atom 25 (H): 0.12, atom 26 (H): 0.11, atom 27 (H): 0.11, atom 28 (H): 0.11, atom 29 (C): -0.02, atom 30 (C): -0.53, atom 31 (C): -0.03, atom 32 (O): -0.06, atom 33 (C): -0.64, atom 34 (O): 0.01, atom 35 (O): -0.22, atom 36 (H): 0.07, atom 37 (H): 0.08, atom 38 (H): 0.08, atom 39 (H): 0.07, atom 40 (H): 0.08, atom 41 (H): 0.07, atom 42 (H): 0.05, atom 43 (O): -0.04, atom 44 (C): -0.28, atom 45 (N): 0.08, atom 46 (C): -0.44, atom 47 (O): 0.09, atom 48 (C): -0.13, atom 49 (C): -0.03, atom 50 (C): -0.04, atom 51 (C): -0.13, atom 52 (N): 0.06, atom 53 (C): -0.09, atom 54 (H): 0.09, atom 55 (H): 0.12, atom 56 (H): 0.12, atom 57 (H): 0.14, atom 58 (H): 0.11, atom 59 (H): 0.10, atom 60 (H): 0.09, atom 61 (H): 0.07, atom 62 (S): 0.49, atom 63 (C): -0.99, atom 64 (N): 0.00, atom 65 (C): -0.13, atom 66 (N): -0.25, atom 67 (C): -0.11, atom 68 (C): -0.17, atom 69 (C): -0.25, atom 70 (C): -0.09, atom 71 (C): -0.12, atom 72 (C): -0.12, atom 73 (C): -0.16, atom 74 (C): -0.25, atom 75 (H): 0.08, atom 76 (H): 0.07, atom 77 (H): 0.08, atom 78 (H): 0.07, atom 79 (H): 0.06, atom 80 (H): 0.05, atom 81 (H): 0.12, atom 82 (H): 0.09, atom 83 (H): 0.09, atom 84 (H): 0.08, atom 85 (H): 0.09, atom 86 (H): 0.07


Formula: CH3Br3N
Source: the OMol25 dataset
Level of theory: wB97M-V/def2-TZVPD

Structure (ORCA input):
```
! RIJCOSX wB97M-V def2-TZVPD def2/J DEFGRID3
* xyz 1 1
C -1.12 0.04 -1.03
N 0.90 -0.14 1.01
Br -0.93 -1.58 -1.80
Br -0.16 1.49 -1.63
Br -2.33 0.38 0.23
H 1.16 0.66 0.47
H 1.02 0.03 1.99
H 1.46 -0.89 0.76
*
```

Its HOMO-LUMO gap is 7.25 eV. The max |F| is 0.0386 hartree/bohr. The value obtained for the molar mass is 268.75 u. For the energy relative to the best compared isomer or geometry (same formula, charge and spin), the calculation gives 29.8 kcal/mol. The HOMO energy is -0.5272 Ha.

Computed Löwdin charges, given in elementary charges: atom 1 (C): -1.77, atom 2 (N): 0.04, atom 3 (Br): 0.92, atom 4 (Br): 0.87, atom 5 (Br): 0.93, atom 6 (H): -0.04, atom 7 (H): 0.04, atom 8 (H): 0.01


Among the records above, which one has the highest energy relative to the best compared isomer or geometry (same formula, charge and spin)? B5F20Tl


max |F| of number 3 (C31H38F4N6O5SSn)? 0.0278 hartree/bohr


Number 1 is which compound? B5F20Tl


Among the records above, which one has the highest energy relative to the best compared isomer or geometry (same formula, charge and spin)? B5F20Tl